(1)
C25H52Cl14NO2 | wB97M-V/def2-TZVPD

XYZ file:
```
94
Properties=species:S:1:pos:R:3:mulliken_charge:R:1
C -1.665 -1.541 -1.044 -0.71
O -0.245 -1.582 -0.996 -0.41
C 0.271 -0.613 -0.100 -0.71
C 0.076 -1.002 1.399 -0.34
C 0.352 -2.504 1.714 -0.45
C 1.849 -2.839 2.011 -0.98
C 2.401 -2.141 3.290 -0.28
C 1.797 -2.751 4.597 -0.96
C 2.563 -2.188 5.859 0.29
C 2.113 -3.062 7.085 -0.73
O 1.974 -2.373 8.317 -0.38
C 1.229 -1.164 8.155 -0.54
C 2.163 -0.201 7.333 -0.07
N 2.187 -0.751 5.951 -0.25
H -2.155 -1.959 -0.142 0.31
H -2.008 -0.497 -1.236 0.33
H -1.986 -2.128 -1.928 0.23
H 1.321 -0.407 -0.379 0.37
H -0.286 0.343 -0.254 0.40
H 0.735 -0.329 1.996 0.12
H -0.955 -0.765 1.733 0.31
H 0.036 -3.152 0.871 0.38
H -0.278 -2.792 2.581 0.35
H 2.468 -2.587 1.126 0.33
H 1.920 -3.939 2.135 0.35
H 3.504 -2.270 3.335 0.43
H 2.203 -1.043 3.294 -0.02
H 0.738 -2.405 4.669 0.31
H 1.763 -3.855 4.613 0.43
H 3.635 -2.352 5.629 0.38
H 1.211 -3.654 6.803 0.36
H 2.916 -3.809 7.247 0.14
H 0.967 -0.714 9.125 0.40
H 0.300 -1.372 7.571 0.34
H 3.158 -0.131 7.803 0.37
H 1.651 0.784 7.342 -0.12
H 1.302 -0.539 5.477 0.49
H 2.898 -0.220 5.435 0.50
Cl 0.427 1.289 -4.248 -0.21
C 0.034 -0.398 -4.674 -0.15
C -1.199 -0.497 -5.545 -0.61
Cl -2.679 -0.050 -4.653 -0.21
H -0.085 -0.958 -3.746 0.08
H 0.895 -0.800 -5.207 0.36
H -1.330 -1.524 -5.883 0.38
H -1.125 0.141 -6.420 0.34
Cl -0.022 3.132 7.701 -0.18
C 0.870 4.138 6.530 -0.49
C 0.612 3.710 5.105 -0.52
Cl 1.320 2.109 4.753 -0.14
H 1.929 4.085 6.778 0.32
H 0.536 5.165 6.672 0.36
H 1.070 4.418 4.415 0.33
H -0.453 3.661 4.886 0.34
Cl 4.995 -1.037 -4.438 -0.19
C 4.388 0.589 -4.031 -0.16
C 5.347 1.678 -4.449 -0.43
Cl 6.843 1.663 -3.482 -0.19
H 4.193 0.617 -2.961 0.29
H 3.439 0.711 -4.553 0.05
H 4.883 2.653 -4.300 0.29
H 5.622 1.587 -5.498 0.33
Cl 7.144 -6.266 8.353 -0.18
C 6.425 -5.252 9.627 -0.49
C 5.360 -4.329 9.084 -0.40
Cl 6.046 -3.062 8.031 -0.20
H 7.227 -4.697 10.110 0.34
H 5.986 -5.928 10.362 0.33
H 4.856 -3.820 9.905 0.34
H 4.613 -4.877 8.512 0.28
Cl -6.646 0.632 -8.101 -0.22
C -6.213 0.599 -6.373 -0.23
C -7.284 -0.049 -5.529 -0.40
Cl -8.766 0.936 -5.451 -0.17
H -6.017 1.622 -6.056 0.32
H -5.284 0.034 -6.293 0.09
H -6.926 -0.164 -4.506 0.30
H -7.552 -1.033 -5.910 0.32
Cl 0.731 3.352 -8.002 -0.17
C -0.887 3.599 -8.708 -0.51
C -1.938 3.843 -7.650 -0.38
Cl -2.248 2.389 -6.667 -0.08
H -1.127 2.728 -9.315 0.32
H -0.818 4.466 -9.365 0.35
H -2.882 4.114 -8.123 0.17
H -1.649 4.648 -6.978 0.32
Cl -8.888 4.719 -7.096 -0.18
C -8.816 4.592 -8.872 -0.45
C -7.499 4.027 -9.349 -0.02
Cl -6.142 5.150 -9.068 -0.20
H -9.001 5.581 -9.288 0.35
H -9.630 3.934 -9.176 0.29
H -7.542 3.846 -10.422 0.33
H -7.266 3.088 -8.853 -0.10
```

The value obtained for the total energy is -7631.44079 Eh. As for the spin multiplicity: 1. The lowest unoccupied orbital energy is -2.49 eV. The total charge is +1. Its frontier orbital gap is 0.3332 Ha.

=====

(2)
C22H24FN5SSiZr | wB97M-V/def2-TZVPD

XYZ file:
```
55
Properties=species:S:1:pos:R:3:mulliken_charge:R:1
Zr 0.146 0.330 1.306 1.33
S -2.162 -0.222 0.791 -0.34
C -1.844 -1.404 -0.498 0.51
N -2.953 -2.039 -0.930 -0.55
N -3.009 -2.885 -1.860 0.16
C -2.057 -3.330 -2.844 0.80
C -1.900 -4.701 -2.981 -0.52
C -1.055 -5.181 -3.971 -0.55
C -0.413 -4.294 -4.821 -0.58
C -0.612 -2.921 -4.690 -0.61
C -1.434 -2.427 -3.695 -0.26
N -0.630 -1.721 -0.905 -0.32
N 0.317 -1.126 -0.259 -0.12
C 1.664 -1.450 -0.553 1.43
C 2.628 -0.876 0.285 -0.40
C 3.977 -1.154 0.109 -1.17
C 4.361 -2.007 -0.913 -0.59
C 3.403 -2.571 -1.749 -0.62
C 2.056 -2.300 -1.578 -0.33
H -3.929 -3.312 -1.931 0.31
H -2.422 -5.383 -2.322 0.46
H -0.914 -6.247 -4.085 0.42
H 0.229 -4.669 -5.606 0.45
H -0.137 -2.237 -5.380 0.43
H -1.608 -1.364 -3.600 0.44
H 2.417 -0.198 1.134 0.30
H 4.714 -0.712 0.765 0.42
H 5.408 -2.234 -1.057 0.42
H 3.713 -3.236 -2.543 0.43
H 1.307 -2.743 -2.221 0.38
C -1.775 4.044 0.356 -0.92
Si -0.061 3.400 0.607 -0.08
C 0.361 2.123 -0.741 -1.18
C 1.253 4.687 0.753 -0.98
N 0.001 2.228 1.944 0.00
C -0.371 2.330 3.301 0.47
C -0.829 3.479 3.941 -0.20
C -1.181 3.448 5.284 -0.98
C -1.096 2.280 6.029 -0.40
C -0.646 1.105 5.433 -1.15
C -0.311 1.210 4.118 1.02
F 0.165 -0.007 3.435 -0.40
H -1.835 4.582 -0.593 0.40
H -2.068 4.745 1.139 0.35
H -2.508 3.235 0.332 0.32
H 0.583 2.630 -1.683 0.54
H -0.464 1.443 -0.994 0.36
H 1.294 1.549 -0.577 0.38
H 1.286 5.298 -0.151 0.38
H 2.241 4.244 0.897 0.35
H 1.063 5.359 1.592 0.36
H -0.902 4.403 3.381 0.33
H -1.528 4.356 5.756 0.43
H -1.374 2.272 7.073 0.42
H -0.558 0.170 5.968 0.47
```

The value obtained for the total energy is -1960.59384 Eh. As for the spin multiplicity: 1. The lowest unoccupied orbital energy is -7.64 eV. The total charge is +2. Its frontier orbital gap is 0.2336 Ha.

=====

(3)
C7H12N3 | wB97M-V/def2-TZVPD

XYZ file:
```
22
Properties=species:S:1:pos:R:3:mulliken_charge:R:1
C -3.418 0.314 -0.111 -1.18
C -1.967 0.039 0.025 0.77
C -1.098 0.951 0.454 -0.77
N 0.440 0.518 0.587 0.11
C 1.332 1.091 -0.454 -0.54
C 2.573 0.199 -0.350 -0.42
C 2.037 -1.111 0.278 -0.62
N 0.613 -0.887 0.467 -0.14
C -0.379 -1.615 -0.140 0.10
N -1.575 -1.245 -0.325 -0.45
H -3.766 -0.072 -1.066 0.36
H -3.640 1.373 -0.031 0.36
H -3.954 -0.233 0.664 0.28
H -1.253 1.972 0.730 0.42
H 0.756 0.821 1.518 0.37
H 1.524 2.146 -0.273 0.41
H 0.829 0.971 -1.416 0.28
H 3.331 0.650 0.288 0.30
H 3.018 0.031 -1.327 0.33
H 2.193 -1.981 -0.358 0.35
H 2.505 -1.306 1.247 0.29
H -0.100 -2.624 -0.409 0.39
```

The value obtained for the total energy is -437.88827 Eh. As for the spin multiplicity: 1. The lowest unoccupied orbital energy is -3.36 eV. The total charge is +1. Its SMILES is CC1=C[N@@H+]2CCCN2C=N1. Its frontier orbital gap is 0.3649 Ha.

=====

(4)
C11H19NRu | wB97M-V/def2-TZVPD

XYZ file:
```
32
Properties=species:S:1:pos:R:3:mulliken_spin:R:1
C -0.470 0.744 -2.750 -0.03
C 0.958 0.769 -2.422 0.16
C 1.115 1.516 -1.194 0.18
C -0.183 1.968 -0.782 0.08
C -1.150 1.537 -1.732 0.09
Ru -0.377 -0.625 -1.102 2.77
N -2.112 -1.092 -0.310 1.03
C -0.001 -2.430 -1.544 -0.14
C 1.379 -1.992 -1.633 0.57
H 2.053 1.741 -0.719 0.00
H 1.743 0.443 -3.074 -0.05
H -0.387 2.596 0.074 -0.02
H -2.206 1.803 -1.751 0.02
H -0.895 0.430 -3.693 -0.01
H 1.712 -1.737 -2.654 -0.10
H -0.247 -3.027 -0.765 0.03
H -2.432 -1.281 -1.324 -0.02
H 1.975 -2.167 -0.729 -0.05
H -0.596 -2.600 -2.368 0.05
C -1.386 0.680 2.115 0.01
C 0.149 0.585 2.034 -0.06
C 0.722 0.258 3.443 0.02
C 0.634 -0.464 1.010 0.44
H -1.811 -0.302 2.399 0.00
H -1.812 0.980 1.143 0.01
H -1.681 1.425 2.878 0.00
H 0.547 1.587 1.733 0.00
H 0.337 -0.743 3.772 0.00
H 1.834 0.215 3.396 -0.01
H 0.429 1.007 4.181 0.00
H 1.738 -0.357 0.941 -0.01
H 0.420 -1.467 1.428 0.01
```

The value obtained for the total energy is -579.90211 Eh. As for the spin multiplicity: 6. The lowest unoccupied orbital energy (spin up / spin down) is 3.77 / 3.54 eV. The expectation value of S² is 8.78. The total charge is -1. Its frontier orbital gap (spin up / spin down) is 0.1937 / 0.2748 Ha.

=====

(5)
C6H9N2O2 | wB97M-V/def2-TZVPD

XYZ file:
```
19
Properties=species:S:1:pos:R:3:mulliken_charge:R:1
C 0.717 -2.209 0.524 -0.93
C 0.410 -0.927 0.678 -0.20
C -2.538 0.551 0.049 0.53
C 2.505 -0.107 -0.557 -1.56
C 1.162 0.172 0.074 1.04
C 0.752 1.399 0.024 0.15
N -3.419 -0.244 0.063 -0.09
N 0.590 2.646 -0.050 -0.26
O -1.669 1.281 0.328 -0.52
O -4.215 -0.889 -0.821 -0.30
H 0.122 -2.970 1.000 0.28
H 1.543 -2.555 -0.073 0.26
H -0.432 -0.637 1.287 0.43
H 2.369 -0.761 -1.415 0.38
H 2.993 0.805 -0.889 0.39
H -4.935 -1.284 -0.298 0.39
H 3.136 -0.605 0.175 0.42
H 0.850 3.269 0.714 0.29
H 0.058 3.064 -0.813 0.29
```

The value obtained for the total energy is -493.61892 Eh. As for the spin multiplicity: 1. The lowest unoccupied orbital energy is -3.67 eV. The total charge is +1. Its frontier orbital gap is 0.3581 Ha.

=====

(6)
C5H2N2O | wB97M-V/def2-TZVPD

XYZ file:
```
10
Properties=species:S:1:pos:R:3:mulliken_charge:R:1
N -0.721 0.941 -2.454 -0.40
C -0.373 0.656 -1.355 -0.04
C -0.155 1.204 0.061 -0.11
C 0.291 0.465 1.039 -0.38
C 0.554 -0.963 0.805 0.72
O 1.038 -1.851 1.465 -0.44
C 0.020 -1.554 -0.510 0.36
N -0.827 -2.157 -1.220 -0.40
H -0.342 2.279 0.080 0.40
H 0.514 0.980 2.089 0.28
```

The value obtained for the total energy is -376.35105 Eh. As for the spin multiplicity: 1. The lowest unoccupied orbital energy is -1.63 eV. The total charge is 0. Its SMILES is N#C/C=C\C(=O)C#N. Its frontier orbital gap is 0.3539 Ha.

=====

(7)
C3H13NO2S | wB97M-V/def2-TZVPD

XYZ file:
```
20
Properties=species:S:1:pos:R:3:mulliken_spin:R:1
C 0.009 1.418 -0.997 0.47
N -1.370 0.873 -1.279 -0.21
C -1.937 0.146 -0.050 0.23
C -0.936 -0.665 0.696 0.35
S -1.483 -1.272 2.286 -0.07
H -0.208 1.841 -0.013 0.08
H 0.218 2.260 -1.681 -0.18
H 0.793 0.671 -1.176 -0.06
H -1.441 0.326 -2.131 -0.01
H -2.239 1.064 0.443 -0.01
H -2.819 -0.467 -0.328 -0.03
H -0.578 -1.499 0.082 0.03
H 0.000 -0.142 0.960 -0.14
H -2.559 -1.821 1.723 -0.04
H 4.091 -1.668 -5.062 -0.10
H 3.775 -2.977 -5.557 -0.06
O 3.656 -2.062 -5.832 0.26
H 2.330 3.519 3.257 -0.44
H 2.289 2.600 4.374 -0.42
O 2.044 2.601 3.429 1.35
```

The value obtained for the total energy is -725.42309 Eh. As for the spin multiplicity: 2. The lowest unoccupied orbital energy (spin up / spin down) is 2.79 / 2.95 eV. The expectation value of S² is 0.75. The total charge is -1. Its frontier orbital gap (spin up / spin down) is 0.0615 / 0.3307 Ha.

=====

(8)
C3HBr2Cl3O | wB97M-V/def2-TZVPD

XYZ file:
```
10
Properties=species:S:1:pos:R:3:mulliken_spin:R:1
C 1.713 0.203 1.393 0.45
C 2.066 0.224 0.139 0.63
C -1.821 -0.191 -0.465 0.00
O 1.457 0.153 2.523 0.45
Cl 2.126 1.716 -0.758 0.18
Cl -1.598 -0.505 -2.196 0.00
Cl -1.895 1.544 -0.147 0.00
Br 2.334 -1.430 -0.763 0.28
Br -3.409 -1.099 0.198 0.00
H -0.972 -0.614 0.076 0.00
```

The value obtained for the total energy is -6718.61598 Eh. As for the spin multiplicity: 3. The lowest unoccupied orbital energy (spin up / spin down) is 0.09 / -2.82 eV. The expectation value of S² is 2.01. The total charge is 0. Its frontier orbital gap (spin up / spin down) is 0.2616 / 0.2931 Ha.

=====

(9)
C3H10N2O | wB97M-V/def2-TZVPD

XYZ file:
```
16
Properties=species:S:1:pos:R:3:mulliken_charge:R:1
N -2.853 0.791 -0.743 -0.60
C -1.432 1.104 -0.365 -0.41
C -0.714 -0.141 -0.020 -0.63
N 0.730 0.061 0.195 -0.34
C 1.479 -1.120 0.429 -0.36
O 2.893 -0.789 0.494 -0.54
H -3.483 1.365 -0.199 0.22
H -3.025 1.150 -1.658 0.24
H -1.057 1.643 -1.237 0.35
H -1.416 1.815 0.467 0.30
H -0.908 -0.932 -0.751 0.36
H -1.108 -0.556 0.924 0.23
H 0.760 0.695 0.990 0.23
H 1.355 -1.812 -0.399 0.36
H 1.367 -1.521 1.443 0.30
H 3.063 -0.337 -0.345 0.29
```

The value obtained for the total energy is -305.01996 Eh. As for the spin multiplicity: 1. The lowest unoccupied orbital energy is 0.99 eV. The total charge is 0. Its SMILES is NCCNCO. Its frontier orbital gap is 0.3745 Ha.

=====

(10)
C3H10NOS2 | wB97M-V/def2-TZVPD

XYZ file:
```
17
Properties=species:S:1:pos:R:3:mulliken_charge:R:1
C 1.032 0.711 0.098 -0.57
C 1.277 -0.811 -0.104 -0.72
C 0.196 1.315 -0.933 -0.61
N 0.234 -1.708 0.522 0.00
O -1.653 0.743 1.661 -0.49
S -2.498 -0.810 -0.586 -0.32
S -1.927 0.851 0.245 0.35
H 0.555 1.113 0.924 0.53
H 2.060 1.099 0.060 0.34
H 2.242 -0.995 0.347 0.42
H 1.304 -1.060 -1.150 0.38
H -0.002 1.002 -2.056 0.28
H -0.039 2.353 -0.991 0.45
H -0.689 -1.272 0.142 -0.09
H 0.575 -1.623 1.500 0.41
H 0.368 -2.658 0.152 0.35
H -3.033 1.750 0.169 0.29
```

The value obtained for the total energy is -1046.27752 Eh. As for the spin multiplicity: 1. The lowest unoccupied orbital energy (spin up / spin down) is -5.24 / -5.24 eV. The total charge is +1. Its frontier orbital gap (spin up / spin down) is 0.2787 / 0.2785 Ha.

=====

(11)
C5H5FNP | wB97M-V/def2-TZVPD

XYZ file:
```
13
Properties=species:S:1:pos:R:3:mulliken_charge:R:1
C -1.034 0.029 -0.476 -0.33
C -1.120 -0.134 0.894 -0.43
C 0.131 0.463 -1.073 -0.36
C -0.030 0.270 1.652 -0.34
C 1.082 0.837 -0.125 0.18
N 1.086 0.741 1.097 -0.43
F 2.700 0.667 -2.716 -0.27
P 3.359 1.291 -1.362 0.25
H -1.787 -0.251 -1.190 0.34
H -1.827 -0.768 1.330 0.39
H 0.209 0.573 -2.108 0.46
H -0.077 0.238 2.656 0.49
H 4.182 0.107 -0.839 0.05
```

The value obtained for the total energy is -689.40462 Eh. As for the spin multiplicity: 1. The lowest unoccupied orbital energy is 0.17 eV. The total charge is 0. Its frontier orbital gap is 0.3005 Ha.

=====

(12)
C3H4ClNO2 | wB97M-V/def2-TZVPD

XYZ file:
```
11
Properties=species:S:1:pos:R:3:mulliken_charge:R:1
C -0.082 -1.979 -0.434 0.30
C -0.692 -0.635 -0.581 -0.17
C 1.042 0.376 -0.340 0.00
N 0.394 -3.042 -0.486 -0.41
O -1.583 -0.263 0.374 -0.49
O 1.022 1.015 0.810 -0.41
Cl 1.149 1.416 -1.765 -0.19
H -1.080 -0.453 -1.542 0.40
H 1.799 -0.399 -0.313 0.34
H -1.190 -0.184 1.221 0.33
H 0.937 1.919 0.838 0.31
```

The value obtained for the total energy is -782.06195 Eh. As for the spin multiplicity: 1. The lowest unoccupied orbital energy is 0.40 eV. The total charge is 0. Its frontier orbital gap is 0.3643 Ha.

=====

Largest force on an atom (eV/A)
3.07, 0.61, 2.79, 4.33, 1.19, 9.50, 2.78, 2.49, 2.31, 4.23, 7.11, 4.65